Entry 1:
The following is a quantum chemistry calculation of C19H14Br3N5O4Sn as an isolated structure, from OMol25.

```
46
C19H14Br3N5O4Sn (ωB97M-V/def2-TZVPD)
Sn 0.22 -0.13 -0.70
Br 3.31 -0.23 -2.68
C 3.61 -0.12 -0.82
C 4.89 -0.05 -0.32
C 5.05 0.02 1.06
C 3.93 0.00 1.88
C 2.69 -0.08 1.28
N 2.53 -0.14 -0.05
C 1.41 -0.16 2.09
O 1.41 -0.13 3.29
O 0.31 -0.28 1.36
H 5.74 -0.04 -0.99
H 6.04 0.08 1.48
H 3.99 0.05 2.95
Br -0.77 5.38 0.24
C -2.07 4.12 0.20
C -3.40 4.45 0.24
C -4.38 3.44 0.22
Br -6.11 4.00 0.32
C -4.07 2.03 0.13
C -5.04 1.02 0.07
C -4.63 -0.29 -0.02
C -3.27 -0.57 -0.07
N -2.33 0.38 0.00
C -2.73 1.64 0.10
C -1.64 2.67 0.15
O -0.48 2.37 0.14
H -3.70 5.48 0.30
H -6.10 1.27 0.09
H -5.35 -1.10 -0.06
H -2.91 -1.58 -0.18
C 0.36 -5.82 0.60
N 0.08 -4.58 -0.10
C -0.05 -4.48 -1.55
C -0.23 -2.98 -1.73
O -0.37 -2.38 -2.76
N -0.19 -2.38 -0.47
C 0.02 -3.36 0.43
N 0.12 -3.11 1.73
H -0.11 -6.64 0.06
H -0.07 -5.80 1.60
H 1.44 -6.01 0.67
H -0.92 -5.02 -1.91
H 0.83 -4.84 -2.08
H 0.08 -2.14 2.02
H 0.34 -3.82 2.40
```

Results
* E_HOMO: -14.0 eV
* frontier orbital gap: 4.53 eV
* charge: +2
* max |F|: 0.54 eV/A
* LUMO level: -9.473 eV
* E: -251516.4963 eV

***

Entry 2:
The following is a quantum chemistry calculation of C19H14Cl52NO3P as an isolated structure, from OMol25.

```
90
C19H14Cl52NO3P (ωB97M-V/def2-TZVPD)
C 2.35 -2.07 0.87
C 0.72 -2.30 1.15
C -0.20 -1.01 0.72
C 0.20 -3.74 0.57
C -0.06 -3.79 -1.05
N 0.71 -2.77 -1.86
C 1.58 -3.37 -2.93
O 1.37 -4.50 -3.61
O 2.79 -2.58 -3.32
P 4.25 -3.44 -2.94
O 4.95 -3.87 -4.33
H 2.57 -1.52 -0.14
H 2.85 -3.15 0.94
H 2.75 -1.49 1.83
H 0.64 -2.38 2.34
H -0.94 -0.72 1.61
H 0.56 -0.08 0.65
H -0.77 -1.15 -0.30
H 1.03 -4.55 0.82
H -0.80 -4.10 1.11
H 0.08 -4.91 -1.38
H -1.21 -3.54 -1.21
H -0.02 -2.21 -2.39
H 5.09 -2.51 -2.18
H 3.97 -4.63 -2.16
C -0.26 -0.39 5.26
Cl 0.59 0.87 4.34
Cl -2.00 -0.32 4.90
Cl 0.38 -1.99 4.81
Cl 0.00 -0.12 7.01
C 2.35 1.32 -3.98
Cl 1.64 2.06 -5.43
Cl 1.14 0.29 -3.18
Cl 3.76 0.33 -4.45
Cl 2.88 2.60 -2.86
C -3.50 -5.94 -0.20
Cl -4.19 -6.74 -1.63
Cl -4.54 -6.24 1.21
Cl -1.87 -6.60 0.12
Cl -3.38 -4.19 -0.49
C 4.47 1.86 0.96
Cl 3.77 1.06 -0.48
Cl 3.42 1.57 2.37
Cl 6.09 1.20 1.27
Cl 4.59 3.62 0.66
C -0.39 5.05 -1.45
Cl -1.67 5.05 -0.21
Cl -0.07 3.37 -1.98
Cl -0.92 6.01 -2.85
Cl 1.10 5.75 -0.78
C 4.27 0.21 7.15
Cl 2.80 0.74 6.30
Cl 5.57 -0.06 5.96
Cl 4.78 1.46 8.31
Cl 3.94 -1.31 8.02
C -3.99 -4.90 -5.40
Cl -3.14 -3.63 -6.33
Cl -5.73 -4.83 -5.76
Cl -3.35 -6.50 -5.86
Cl -3.73 -4.63 -3.66
C -2.11 10.22 -3.03
Cl -2.29 9.27 -4.53
Cl -0.89 9.44 -1.98
Cl -1.58 11.87 -3.44
Cl -3.67 10.28 -2.18
C -0.22 2.40 -8.86
Cl -1.69 2.93 -9.71
Cl 1.08 2.12 -10.05
Cl 0.29 3.65 -7.70
Cl -0.55 0.88 -7.99
C -2.85 -10.37 -7.14
Cl -4.46 -9.67 -7.45
Cl -3.03 -11.99 -6.42
Cl -1.95 -10.50 -8.67
Cl -1.95 -9.32 -6.01
C -2.25 5.89 3.62
Cl -3.21 5.71 2.13
Cl -1.93 4.28 4.31
Cl -0.70 6.69 3.24
Cl -3.15 6.87 4.80
C 0.03 -2.11 10.95
Cl 1.29 -3.37 10.95
Cl -1.55 -2.86 11.30
Cl 0.40 -0.90 12.19
Cl -0.03 -1.33 9.35
C -2.46 10.86 5.56
Cl -1.14 10.24 6.59
Cl -3.99 10.06 6.01
Cl -2.62 12.62 5.80
Cl -2.10 10.52 3.85
```

Results
* E_HOMO: -10.2 eV
* frontier orbital gap: 9.86 eV
* charge: 0
* max |F|: 8.51 eV/A
* LUMO level: -0.349 eV
* E: -688008.3825 eV

***

Entry 3:
The following is a quantum chemistry calculation of C19H14ClHgN2O9 as an isolated structure, from OMol25.

```
46
C19H14ClHgN2O9 (ωB97M-V/def2-TZVPD)
Hg -0.64 -0.11 0.06
O -2.08 0.10 -3.81
C -1.32 -0.10 -2.88
O -1.67 -0.48 -1.72
C 0.21 0.06 -3.16
C 1.06 -0.99 -2.42
C 2.42 -1.16 -3.11
C 3.08 0.19 -2.76
C 2.02 0.81 -1.83
O 1.44 -0.33 -1.22
C 0.86 1.37 -2.67
C -0.03 2.30 -1.78
O -0.16 3.46 -2.14
O -0.48 1.82 -0.70
H 0.32 -0.04 -4.25
H 0.53 -1.92 -2.19
H 2.97 -1.98 -2.65
H 2.35 -1.35 -4.18
H 4.02 0.04 -2.23
H 3.27 0.80 -3.64
H 2.40 1.49 -1.08
H 1.22 2.00 -3.49
O 0.21 -3.88 4.43
C 0.09 -2.71 5.00
O 0.07 -2.60 6.21
C 0.00 -1.53 4.11
C 0.05 -0.21 4.54
Cl 0.36 0.29 6.14
N -0.07 0.65 3.46
N -0.23 -0.13 2.32
C -0.16 -1.44 2.71
C -0.23 -2.47 1.68
O -0.15 -3.70 1.99
O -0.35 -2.09 0.47
C 0.02 2.02 3.38
C -0.18 2.87 4.49
C -0.13 4.24 4.32
C 0.10 4.82 3.08
C 0.32 3.98 1.99
C 0.31 2.62 2.14
H 0.07 -3.83 3.36
H -0.39 2.47 5.46
H -0.27 4.87 5.19
H 0.11 5.89 2.96
H 0.50 4.40 1.01
H 0.52 1.99 1.29
```

Results
* E_HOMO (spin up / spin down): 0.6 / -2.7 eV
* frontier orbital gap (spin up / spin down): 4.14 / 7.37 eV
* charge: -2
* multiplicity: 2
* expectation value of S²: 0.774
* max |F|: 2.31 eV/A
* LUMO level (spin up / spin down): 4.709 / 4.697 eV
* E: -58036.4459 eV

***

Entry 4:
The following is a quantum chemistry calculation of C19H14F5N3PdS6Se2 as an isolated structure, from OMol25.

```
50
C19H14F5N3PdS6Se2 (ωB97M-V/def2-TZVPD)
Pd 0.00 -0.59 0.40
Se -1.20 5.17 0.56
Se -1.44 0.52 -1.25
C -0.48 0.09 -2.81
C -1.01 0.47 -4.06
C -0.30 0.19 -5.21
C 0.92 -0.48 -5.11
C 1.36 -0.82 -3.85
N 0.70 -0.55 -2.72
C -1.91 3.73 1.57
C -3.25 3.77 2.03
C -3.77 2.72 2.74
C -2.97 1.61 3.02
C -1.67 1.65 2.55
N -1.15 2.66 1.85
H -1.95 0.99 -4.10
H -0.70 0.48 -6.17
H 1.50 -0.73 -5.99
H 2.30 -1.33 -3.71
H -3.84 4.64 1.79
H -4.80 2.75 3.08
H -3.34 0.75 3.56
H -1.00 0.81 2.74
F -0.12 -3.35 0.18
C -1.04 -2.31 0.23
F -1.77 -2.49 -0.91
C -2.02 -2.67 1.40
F -3.21 -3.12 0.95
F -2.30 -1.59 2.16
F -1.54 -3.62 2.22
C -1.42 -1.80 5.31
S 0.30 -2.34 5.42
C 1.09 -0.89 4.84
C 1.40 -0.60 3.55
S 1.23 -1.68 2.19
S 2.15 0.98 3.35
C 2.23 1.46 5.00
S 2.93 2.86 5.52
S 1.53 0.29 6.04
H -2.05 -2.66 5.53
H -1.63 -1.46 4.30
H -1.63 -1.00 6.03
S 2.51 3.09 -0.73
C 3.47 1.69 -0.50
C 2.72 0.71 0.05
N 1.40 1.05 0.27
C 1.15 2.28 -0.11
H 4.52 1.66 -0.75
H 3.05 -0.28 0.33
H 0.20 2.78 0.02
```

Results
* E_HOMO: -1.2 eV
* frontier orbital gap: 5.40 eV
* charge: -2
* max |F|: 0.39 eV/A
* LUMO level: 4.146 eV
* E: -237175.0008 eV

***

Entry 5:
The following is a quantum chemistry calculation of a 3-piece molecular cluster, C19H14F8N2O9S overall, from OMol25.

```
53
C19H14F8N2O9S (ωB97M-V/def2-TZVPD)
O -3.23 -0.93 -0.32
C -2.77 -0.53 -1.32
F -3.56 0.00 -2.29
C -1.32 -0.49 -1.70
C -0.73 0.81 -2.27
C -1.01 2.11 -1.47
F -0.43 3.13 -2.14
F -2.35 2.30 -1.48
C -0.50 2.26 0.00
F 0.80 1.93 0.05
F -0.65 3.56 0.32
C -1.22 1.47 1.12
F -2.53 1.66 1.12
F -0.98 0.16 1.02
F -0.71 1.89 2.29
C -1.17 1.04 -3.75
O -0.13 0.43 -4.54
S 1.16 0.04 -3.72
O 1.24 -1.37 -3.59
O 2.29 0.77 -4.18
O 0.68 0.66 -2.33
H -0.74 -0.81 -0.83
H -1.17 -1.26 -2.47
H -2.11 0.55 -3.99
H -1.23 2.09 -4.03
O 3.29 -2.89 -0.79
N 4.44 -3.25 -0.91
O 4.98 -4.09 -0.21
C 5.26 -2.60 -1.96
C 4.67 -1.64 -2.75
C 5.44 -1.03 -3.73
C 6.77 -1.39 -3.89
C 7.34 -2.37 -3.09
C 6.58 -2.98 -2.10
H 3.63 -1.37 -2.62
H 4.99 -0.27 -4.36
H 7.37 -0.91 -4.66
H 8.37 -2.65 -3.22
H 7.00 -3.74 -1.46
O -5.67 2.12 7.69
N -4.78 2.37 6.91
O -4.21 3.44 6.83
C -4.36 1.30 5.98
C -5.01 0.08 6.03
C -4.61 -0.92 5.16
C -3.59 -0.68 4.26
C -2.95 0.55 4.22
C -3.34 1.56 5.09
H -5.81 -0.08 6.74
H -5.11 -1.88 5.19
H -3.28 -1.46 3.57
H -2.18 0.75 3.50
H -2.85 2.53 5.08
```

Results
* SMILES: O=C(F)C[C@]1(C(F)(F)C(F)(F)C(F)(F)F)COS(=O)(=O)O1.O=[N+]([O-])c1ccccc1.O=[N+]([O-])c1ccccc1
* E_HOMO: -10.1 eV
* frontier orbital gap: 9.69 eV
* charge: 0
* max |F|: 0.81 eV/A
* LUMO level: -0.366 eV
* E: -73907.2418 eV

***

Entry 6:
The following is a quantum chemistry calculation of C19H14N6O2Rh as an isolated structure, from OMol25.

```
42
C19H14N6O2Rh (ωB97M-V/def2-TZVPD)
Rh -1.89 -0.62 -2.10
N 5.55 -0.75 5.06
C 4.71 -0.76 4.28
C 3.66 -0.76 3.31
C 3.44 0.37 2.52
C 2.44 0.36 1.57
C 1.64 -0.77 1.40
C 1.85 -1.89 2.20
C 2.86 -1.89 3.14
C 0.56 -0.78 0.38
C 0.97 -0.85 -0.96
C 2.30 -0.91 -1.43
C 2.26 -1.00 -2.81
C 0.90 -1.01 -3.15
N 0.13 -0.93 -2.06
C -0.76 -0.72 0.85
C -1.15 -0.66 2.22
C -2.52 -0.65 2.25
C -2.94 -0.69 0.90
N -1.90 -0.72 0.07
H 4.06 1.25 2.66
H 2.26 1.24 0.96
H 1.24 -2.77 2.06
H 3.04 -2.77 3.75
H 3.18 -0.89 -0.81
H 3.08 -1.06 -3.50
H 0.48 -1.10 -4.15
H -0.48 -0.63 3.06
H -3.17 -0.61 3.11
H -3.96 -0.71 0.54
O -5.70 -0.67 -1.47
N -5.01 -0.75 -2.40
O -3.91 -1.20 -2.55
N -2.67 2.32 -1.38
C -2.31 3.60 -1.50
C -1.39 3.67 -2.52
C -1.25 2.35 -2.97
N -2.05 1.54 -2.28
H -3.33 1.93 -0.72
H -2.72 4.37 -0.87
H -0.88 4.54 -2.89
H -0.62 1.97 -3.76
```

Results
* E_HOMO (spin up / spin down): -10.9 / -10.9 eV
* frontier orbital gap (spin up / spin down): 6.52 / 4.57 eV
* charge: +1
* multiplicity: 5
* expectation value of S²: 6.012
* max |F|: 1.66 eV/A
* LUMO level (spin up / spin down): -4.422 / -6.368 eV
* E: -35961.2857 eV